i) {"formula": "C35H38N3Ti", "method": "the ωB97M-V functional and the def2-TZVPD basis", "elements": ["Ti", "C", "C", "C", "C", "N", "C", "C", "C", "C", "C", "C", "N", "C", "C", "C", "C", "C", "N", "H", "H", "H", "H", "H", "H", "H", "H", "H", "H", "H", "C", "C", "C", "C", "C", "C", "C", "C", "C", "C", "H", "H", "H", "H", "H", "H", "H", "H", "H", "H", "H", "H", "H", "H", "H", "C", "C", "C", "C", "C", "C", "C", "C", "C", "C", "H", "H", "H", "H", "H", "H", "H", "H", "H", "H", "H", "H"], "coordinates": [[-0.130, -0.036, -0.022], [-1.821, -0.466, 4.014], [-1.977, 0.909, 4.348], [-1.454, 1.864, 3.530], [-0.770, 1.484, 2.345], [-0.712, 0.152, 1.986], [-1.188, -0.773, 2.841], [-0.079, 2.407, 1.488], [-0.164, 3.807, 1.618], [0.590, 4.583, 0.730], [1.393, 4.011, -0.227], [1.439, 2.591, -0.328], [0.675, 1.826, 0.503], [2.243, 1.834, -1.209], [3.199, 2.414, -2.090], [4.096, 1.609, -2.729], [4.068, 0.220, -2.503], [3.058, -0.277, -1.701], [2.122, 0.462, -1.113], [-2.181, -1.264, 4.648], [-2.488, 1.199, 5.259], [-1.535, 2.912, 3.784], [-1.036, -1.795, 2.511], [-0.787, 4.265, 2.370], [0.535, 5.665, 0.793], [1.957, 4.621, -0.918], [3.234, 3.486, -2.224], [4.838, 2.049, -3.388], [4.785, -0.460, -2.940], [2.991, -1.338, -1.531], [-1.636, -1.050, -1.625], [-1.007, 0.040, -2.278], [-1.451, 1.241, -1.661], [-2.316, 0.901, -0.602], [-2.418, -0.525, -0.574], [-3.319, -1.330, 0.311], [-3.117, 1.857, 0.224], [-1.159, 2.622, -2.160], [-0.108, -0.028, -3.477], [-1.666, -2.473, -2.083], [-2.904, -2.321, 0.509], [-4.303, -1.475, -0.148], [-3.476, -0.850, 1.278], [-2.582, 2.792, 0.396], [-3.356, 1.442, 1.205], [-4.064, 2.099, -0.270], [-1.906, 2.916, -2.906], [-0.176, 2.685, -2.629], [-1.176, 3.358, -1.356], [0.813, 0.540, -3.338], [-0.610, 0.374, -4.364], [0.188, -1.054, -3.697], [-1.448, -3.170, -1.273], [-0.935, -2.661, -2.868], [-2.657, -2.724, -2.478], [1.095, -4.146, 1.067], [1.537, -2.963, 0.182], [1.625, -3.511, -1.258], [0.487, -1.867, 0.229], [2.909, -2.518, 0.713], [3.073, -1.329, 1.413], [4.312, -0.951, 1.914], [5.422, -1.759, 1.732], [5.275, -2.960, 1.052], [4.035, -3.330, 0.556], [0.131, -4.525, 0.723], [0.991, -3.834, 2.108], [1.823, -4.961, 1.035], [0.694, -4.032, -1.487], [2.441, -4.225, -1.394], [1.729, -2.719, -1.994], [-0.482, -2.390, 0.341], [2.216, -0.683, 1.547], [4.402, -0.007, 2.437], [6.389, -1.457, 2.116], [6.129, -3.609, 0.901], [3.946, -4.272, 0.027]], "gap_ha": [0.171, 0.226], "charge": -1, "multiplicity": 3}


ii) {"formula": "C35H38N3Ti", "method": "the ωB97M-V functional and the def2-TZVPD basis", "elements": ["Ti", "C", "C", "C", "C", "N", "C", "C", "C", "C", "C", "C", "N", "C", "C", "C", "C", "C", "N", "H", "H", "H", "H", "H", "H", "H", "H", "H", "H", "H", "C", "C", "C", "C", "C", "C", "C", "C", "C", "C", "H", "H", "H", "H", "H", "H", "H", "H", "H", "H", "H", "H", "H", "H", "H", "C", "C", "C", "C", "C", "C", "C", "C", "C", "C", "H", "H", "H", "H", "H", "H", "H", "H", "H", "H", "H", "H"], "coordinates": [[0.209, 0.183, -0.004], [-3.873, -0.917, -1.039], [-4.482, -1.040, 0.235], [-3.702, -0.888, 1.341], [-2.316, -0.619, 1.213], [-1.736, -0.445, -0.039], [-2.536, -0.616, -1.098], [-1.426, -0.438, 2.286], [-1.720, -0.628, 3.662], [-0.748, -0.341, 4.601], [0.489, 0.163, 4.213], [0.746, 0.354, 2.839], [-0.181, -0.010, 1.895], [1.879, 1.003, 2.288], [2.944, 1.560, 3.034], [3.897, 2.312, 2.408], [3.788, 2.526, 1.012], [2.753, 1.921, 0.339], [1.830, 1.147, 0.913], [-4.445, -1.049, -1.947], [-5.543, -1.238, 0.318], [-4.131, -0.945, 2.333], [-2.061, -0.508, -2.064], [-2.688, -1.004, 3.962], [-0.955, -0.487, 5.655], [1.231, 0.426, 4.954], [2.989, 1.394, 4.102], [4.715, 2.751, 2.966], [4.502, 3.145, 0.486], [2.653, 2.050, -0.732], [2.017, -0.563, -1.918], [2.336, -1.116, -0.656], [1.264, -1.945, -0.257], [0.297, -1.939, -1.290], [0.752, -1.074, -2.313], [0.146, -0.932, -3.684], [-0.786, -2.971, -1.398], [1.244, -2.885, 0.917], [3.664, -1.044, 0.038], [2.963, 0.190, -2.810], [-0.744, -0.296, -3.707], [-0.144, -1.910, -4.078], [0.867, -0.497, -4.376], [-1.373, -3.045, -0.480], [-0.336, -3.953, -1.583], [-1.472, -2.760, -2.217], [0.348, -2.757, 1.530], [2.114, -2.730, 1.555], [1.260, -3.924, 0.570], [3.556, -0.890, 1.113], [4.273, -0.229, -0.350], [4.217, -1.977, -0.113], [2.445, 0.917, -3.438], [3.495, -0.500, -3.474], [3.716, 0.729, -2.233], [0.238, 2.694, -2.592], [-0.812, 2.898, -1.489], [-2.193, 2.592, -2.128], [-0.499, 1.986, -0.300], [-0.889, 4.363, -1.061], [-0.193, 5.382, -1.707], [-0.327, 6.709, -1.317], [-1.168, 7.053, -0.272], [-1.872, 6.049, 0.382], [-1.732, 4.728, -0.009], [0.327, 1.625, -2.772], [1.213, 3.070, -2.277], [-0.046, 3.190, -3.529], [-2.168, 1.628, -2.633], [-2.442, 3.361, -2.867], [-2.979, 2.560, -1.373], [-0.668, 2.518, 0.644], [0.472, 5.150, -2.529], [0.230, 7.480, -1.838], [-1.272, 8.088, 0.031], [-2.533, 6.297, 1.205], [-2.283, 3.959, 0.519]], "gap_ha": [0.167, 0.221], "charge": -1, "multiplicity": 3}


i) takes first place; second place is 0.722 eV up.